# 1
{
  "formula": "C3H5NS2",
  "method": "ωB97M-V/def2-TZVPD",
  "relative_energy_kcal_mol": 14.50,
  "energy_ev": -26352.104,
  "homo_ev": -8.212,
  "smiles": "CC1=NSCS1",
  "elements": ["S", "S", "N", "C", "C", "C", "H", "H", "H", "H", "H"],
  "positions_angstrom": [[0.155, 1.314, -0.127], [2.015, -0.881, -0.119], [0.356, -1.311, -0.026], [1.933, 0.925, 0.072], [-1.930, -0.539, -0.034], [-0.444, -0.320, -0.121], [-2.310, -0.519, 1.003], [2.345, 1.182, 1.034], [2.456, 1.426, -0.750], [-2.489, 0.276, -0.540], [-2.087, -1.553, -0.393]],
  "mulliken_charge": [-0.173, -0.042, -0.455, -0.512, -0.976, 0.635, 0.253, 0.336, 0.315, 0.318, 0.301]
}


# 2
{
  "formula": "C3H5NS3",
  "method": "ωB97M-V/def2-TZVPD",
  "relative_energy_kcal_mol": 33.60,
  "energy_ev": -37186.002,
  "homo_ev": -8.944,
  "smiles": "S=C/C(CS)=N/S",
  "elements": ["S", "S", "S", "N", "C", "C", "C", "H", "H", "H", "H", "H"],
  "positions_angstrom": [[0.433, -2.821, -1.511], [0.879, 2.051, -0.328], [-2.109, 0.530, 0.860], [-1.241, -0.638, 0.012], [0.886, -1.431, -0.769], [0.005, -0.513, -0.017], [0.788, 0.545, 0.710], [0.364, 0.801, 1.712], [-0.381, 1.988, -0.938], [1.871, -1.002, -0.938], [1.795, 0.296, 0.878], [-3.291, 0.194, 0.327]],
  "mulliken_charge": [-0.166, -0.155, -0.123, -0.438, -0.444, 0.821, -0.905, 0.435, 0.174, 0.247, 0.370, 0.185]
}


# 3
{
  "formula": "C3H5NS3",
  "method": "ωB97M-V/def2-TZVPD",
  "relative_energy_kcal_mol": 112.38,
  "energy_ev": -37182.586,
  "homo_ev": -8.897,
  "elements": ["S", "S", "S", "N", "C", "C", "C", "H", "H", "H", "H", "H"],
  "positions_angstrom": [[3.013, 0.095, -0.466], [-2.090, -1.524, -0.558], [-1.777, 2.115, -0.326], [1.497, 0.031, 0.179], [-1.271, -0.313, 0.603], [0.553, 0.723, -0.609], [-0.770, 0.954, -0.103], [-2.123, 0.011, 1.063], [3.590, -0.547, 1.321], [-0.447, -0.773, 1.183], [0.698, 1.507, -1.454], [-0.871, -2.279, -0.834]],
  "mulliken_charge": [-0.110, -0.189, -0.276, -0.223, -0.828, -0.072, 0.319, 0.383, 0.149, 0.377, 0.330, 0.141]
}


# 4
{
  "formula": "C3H5NS3",
  "method": "ωB97M-V/def2-TZVPD",
  "relative_energy_kcal_mol": 14.15,
  "energy_ev": -37186.845,
  "homo_ev": -8.576,
  "smiles": "CSC(=S)C(N)=S",
  "elements": ["S", "S", "S", "N", "C", "C", "C", "H", "H", "H", "H", "H"],
  "positions_angstrom": [[-2.623, 0.896, 0.046], [0.352, 1.425, -0.109], [1.013, -1.531, -0.010], [-2.115, -1.691, -0.078], [2.156, 1.450, 0.017], [-1.626, -0.451, -0.069], [-0.079, -0.277, -0.072], [-1.505, -2.339, 0.371], [2.497, 1.943, 0.967], [2.407, 0.379, 0.263], [2.621, 1.961, -0.960], [-3.098, -1.766, -0.366]],
  "mulliken_charge": [-0.316, 0.053, -0.320, -0.368, -0.653, 0.175, 0.252, 0.211, 0.279, 0.187, 0.253, 0.247]
}


# 5
{
  "formula": "C3H5NS3",
  "method": "ωB97M-V/def2-TZVPD",
  "relative_energy_kcal_mol": 123.87,
  "energy_ev": -37182.088,
  "homo_ev": -8.898,
  "elements": ["S", "S", "S", "N", "C", "C", "C", "H", "H", "H", "H", "H"],
  "positions_angstrom": [[-2.070, 1.097, 1.355], [1.465, -0.725, 1.846], [0.323, -1.476, -2.805], [0.869, -0.990, 0.143], [0.120, -0.184, -0.382], [-0.466, 1.083, 0.275], [-0.463, -0.626, -1.683], [-1.498, -0.250, 1.666], [3.366, -1.131, 1.288], [0.334, 1.566, 0.999], [-1.450, -0.231, -2.227], [-0.529, 1.868, -0.475]],
  "mulliken_charge": [-0.157, -0.167, -0.172, -0.402, 0.912, -0.909, -0.468, 0.177, 0.166, 0.384, 0.256, 0.381]
}


# 6
{
  "formula": "C3H5NiO3",
  "method": "ωB97M-V/def2-TZVPD",
  "relative_energy_kcal_mol": 3.12,
  "spin_multiplicity": 3,
  "energy_ev": -50367.654,
  "charge": 1,
  "homo_ev": [-14.415, -15.555],
  "elements": ["Ni", "O", "O", "O", "C", "C", "C", "H", "H", "H", "H", "H"],
  "positions_angstrom": [[1.354, 1.708, -0.415], [0.172, -0.862, 2.435], [1.264, 0.534, 1.064], [-0.959, 0.601, 1.211], [-1.214, -1.125, 2.752], [-1.963, 0.022, 2.063], [0.246, -0.055, 1.416], [-2.293, 0.796, 2.764], [0.480, 0.588, -1.358], [-2.791, -0.324, 1.437], [-1.313, -1.115, 3.842], [-1.473, -2.106, 2.338]],
  "mulliken_charge": [0.593, -0.259, -0.529, -0.315, -0.286, -0.234, 0.875, 0.260, 0.042, 0.279, 0.281, 0.294]
}